(1)
{"formula": "C19H16IrN4O6S3", "method": "wB97M-V/def2-TZVPD", "s_squared": 0.773, "spin_multiplicity": 2, "homo_energy_ev": [-14.892, -14.852], "total_energy_ev": -73535.944, "homo_lumo_gap_ev": [7.10, 6.64], "largest_force_ha_per_bohr": 0.0514, "charge": 2, "elements": ["Ir", "O", "S", "O", "O", "C", "C", "C", "C", "C", "C", "S", "O", "O", "O", "H", "H", "H", "H", "N", "C", "C", "C", "C", "C", "C", "C", "C", "N", "C", "H", "H", "H", "H", "H", "H", "H", "H", "S", "C", "N", "C", "C", "C", "N", "H", "H", "H", "H"], "positions_angstrom": [[-1.491, -0.329, 0.052], [1.629, 2.478, 0.370], [0.298, 1.934, 0.214], [-0.099, 0.931, 1.242], [0.132, 1.246, -1.078], [-0.817, 3.313, 0.349], [-0.219, 4.541, 0.570], [-0.988, 5.689, 0.743], [-2.363, 5.617, 0.700], [-2.981, 4.392, 0.476], [-2.225, 3.245, 0.304], [-3.180, 1.784, 0.062], [-4.547, 2.118, -0.048], [-2.832, 0.805, 1.168], [-2.582, 1.027, -1.100], [0.857, 4.605, 0.608], [-0.493, 6.635, 0.915], [-2.968, 6.502, 0.839], [-4.059, 4.325, 0.427], [-3.133, -1.515, -0.271], [-2.748, -2.928, -0.239], [-3.623, -3.958, -0.421], [-3.156, -5.290, -0.372], [-1.835, -5.556, -0.141], [-0.917, -4.495, 0.054], [0.463, -4.682, 0.297], [1.285, -3.600, 0.488], [0.740, -2.316, 0.440], [-0.549, -2.107, 0.200], [-1.395, -3.179, 0.006], [-3.803, -1.287, 0.465], [-3.572, -1.258, -1.157], [-4.673, -3.762, -0.603], [-3.857, -6.099, -0.520], [-1.476, -6.576, -0.103], [0.861, -5.689, 0.335], [2.341, -3.718, 0.680], [1.340, -1.431, 0.608], [2.574, 0.061, -2.184], [4.024, 0.357, -1.282], [4.173, 1.484, -0.557], [5.342, 1.759, 0.054], [6.393, 0.898, -0.087], [6.153, -0.269, -0.814], [4.985, -0.540, -1.385], [3.339, 2.084, -0.379], [5.376, 2.672, 0.633], [7.350, 1.102, 0.367], [6.924, -1.022, -0.928]]}

---

(2)
{"formula": "C8H17CrO8", "method": "wB97M-V/def2-TZVPD", "s_squared": 3.773, "spin_multiplicity": 4, "homo_energy_ev": [-9.318, -9.350], "total_energy_ev": -53376.362, "homo_lumo_gap_ev": [9.61, 9.67], "largest_force_ha_per_bohr": 0.0650, "elements": ["Cr", "C", "C", "O", "O", "H", "H", "H", "C", "C", "O", "O", "H", "H", "H", "C", "C", "O", "O", "H", "H", "H", "C", "O", "H", "H", "H", "H", "C", "O", "H", "H", "H", "H"], "positions_angstrom": [[-10.628, -8.632, -2.773], [-13.177, -11.446, -4.846], [-12.222, -10.996, -3.716], [-11.864, -9.750, -3.835], [-11.849, -11.749, -2.822], [-13.200, -12.543, -4.819], [-12.837, -10.970, -5.771], [-14.171, -10.956, -4.660], [-7.931, -5.706, -1.062], [-8.369, -6.751, -2.007], [-7.554, -7.172, -2.858], [-9.617, -7.052, -1.930], [-8.122, -6.004, -0.060], [-8.526, -4.801, -1.356], [-6.900, -5.451, -1.092], [-10.811, -10.357, 0.657], [-10.779, -9.566, -0.641], [-9.821, -9.736, -1.440], [-11.767, -8.872, -0.999], [-11.576, -11.042, 0.542], [-11.103, -9.621, 1.454], [-9.859, -10.823, 0.794], [-12.440, -6.889, -4.613], [-11.643, -6.968, -3.448], [-11.923, -6.374, -5.392], [-12.485, -7.901, -4.987], [-13.452, -6.402, -4.404], [-11.666, -6.244, -2.808], [-8.770, -9.659, -5.069], [-9.063, -8.651, -4.055], [-7.902, -9.251, -5.660], [-8.578, -10.582, -4.557], [-9.638, -9.804, -5.700], [-8.311, -7.985, -3.735]]}

---

(3)
{"formula": "C39H38BFN10SSn", "method": "wB97M-V/def2-TZVPD", "s_squared": 0.783, "spin_multiplicity": 2, "homo_energy_ev": [-11.076, -11.070], "total_energy_ev": -76020.373, "homo_lumo_gap_ev": [7.90, 5.41], "largest_force_ha_per_bohr": 0.0165, "charge": 1, "elements": ["Sn", "C", "C", "C", "C", "N", "N", "B", "N", "C", "C", "C", "C", "N", "N", "C", "C", "C", "C", "N", "N", "C", "C", "C", "C", "N", "H", "H", "H", "H", "H", "H", "H", "H", "H", "H", "H", "H", "H", "H", "H", "H", "H", "H", "H", "H", "C", "C", "C", "C", "C", "C", "C", "C", "C", "S", "C", "N", "H", "H", "H", "H", "H", "H", "H", "H", "F", "N", "C", "C", "C", "C", "C", "C", "C", "C", "C", "C", "C", "C", "C", "H", "H", "H", "H", "H", "H", "H", "H", "H", "H"], "positions_angstrom": [[0.088, 0.014, 0.424], [1.882, 1.679, 3.138], [0.394, 1.776, 3.161], [-0.399, 2.362, 4.142], [-1.697, 2.167, 3.729], [-1.686, 1.498, 2.573], [-0.403, 1.253, 2.212], [-2.902, 0.941, 1.774], [-2.777, -0.607, 1.760], [-3.599, -1.601, 2.134], [-2.920, -2.791, 2.077], [-1.638, -2.458, 1.635], [-0.479, -3.380, 1.457], [-1.574, -1.143, 1.430], [-2.804, 1.420, 0.306], [-3.688, 2.125, -0.400], [-3.227, 2.241, -1.688], [-2.004, 1.578, -1.703], [-1.127, 1.391, -2.888], [-1.753, 1.069, -0.481], [-4.154, 1.528, 2.402], [-5.237, 1.063, 3.075], [-6.009, 2.133, 3.438], [-5.318, 3.258, 2.946], [-5.693, 4.701, 3.060], [-4.210, 2.892, 2.332], [2.279, 1.991, 4.101], [2.198, 0.661, 2.932], [2.312, 2.331, 2.379], [-0.069, 2.861, 5.034], [-2.623, 2.459, 4.189], [-4.619, -1.424, 2.395], [-3.292, -3.770, 2.318], [-0.835, -4.388, 1.255], [0.166, -3.065, 0.644], [0.121, -3.398, 2.367], [-4.594, 2.489, 0.050], [-3.707, 2.738, -2.510], [-1.580, 1.872, -3.752], [-0.154, 1.849, -2.738], [-0.991, 0.335, -3.110], [-5.408, 0.030, 3.286], [-6.935, 2.112, 3.982], [-6.658, 4.807, 3.551], [-4.949, 5.250, 3.637], [-5.753, 5.164, 2.075], [3.313, -2.175, 0.513], [3.851, -0.802, 0.270], [5.255, -0.638, 0.189], [5.783, 0.595, -0.040], [4.909, 1.690, -0.197], [5.387, 2.999, -0.430], [4.520, 4.063, -0.571], [3.155, 3.842, -0.487], [2.627, 2.552, -0.267], [0.949, 2.425, -0.183], [3.528, 1.436, -0.100], [3.020, 0.217, 0.130], [4.021, -2.925, 0.172], [2.356, -2.320, 0.020], [3.145, -2.309, 1.583], [5.889, -1.506, 0.297], [6.853, 0.746, -0.118], [6.457, 3.154, -0.494], [4.897, 5.061, -0.742], [2.461, 4.664, -0.590], [1.193, -0.923, 1.717], [-0.190, -1.316, -1.091], [0.458, -1.935, -1.991], [1.893, -1.797, -2.400], [2.458, -0.554, -2.651], [3.758, -0.446, -3.125], [4.525, -1.585, -3.305], [3.981, -2.833, -3.028], [2.666, -2.939, -2.605], [-0.327, -2.954, -2.759], [0.013, -3.292, -4.066], [-0.757, -4.202, -4.775], [-1.863, -4.790, -4.180], [-2.210, -4.451, -2.878], [-1.451, -3.533, -2.175], [1.866, 0.330, -2.503], [4.171, 0.529, -3.348], [5.540, -1.505, -3.669], [4.571, -3.728, -3.174], [2.234, -3.916, -2.424], [0.871, -2.834, -4.542], [-0.491, -4.453, -5.793], [-2.453, -5.510, -4.729], [-3.076, -4.902, -2.413], [-1.727, -3.241, -1.172]]}

---

(4)
{"formula": "C27H38BrEuN7O5S", "method": "wB97M-V/def2-TZVPD", "s_squared": 12.008, "spin_multiplicity": 7, "homo_energy_ev": [-9.876, -9.886], "total_energy_ev": -149489.759, "homo_lumo_gap_ev": [7.06, 7.07], "largest_force_ha_per_bohr": 0.0556, "charge": 1, "elements": ["Eu", "N", "C", "C", "N", "C", "C", "N", "C", "C", "N", "H", "H", "H", "H", "H", "H", "H", "H", "H", "H", "H", "H", "H", "H", "H", "H", "H", "H", "C", "O", "C", "C", "C", "C", "C", "C", "O", "C", "O", "C", "H", "H", "H", "H", "H", "H", "H", "H", "H", "Br", "C", "C", "N", "C", "C", "C", "C", "O", "O", "H", "H", "H", "C", "C", "C", "C", "N", "C", "S", "N", "C", "H", "H", "H", "H", "H", "H", "H", "H"], "positions_angstrom": [[2.365, 11.493, 15.531], [4.133, 13.392, 15.967], [5.002, 12.799, 17.047], [4.192, 12.783, 18.340], [2.790, 12.347, 18.092], [2.490, 11.261, 19.011], [3.337, 10.027, 18.759], [3.392, 9.783, 17.307], [1.853, 13.456, 18.419], [0.452, 13.328, 17.802], [0.476, 13.023, 16.367], [4.456, 13.460, 14.997], [3.816, 14.314, 16.168], [5.956, 13.312, 17.177], [5.300, 11.773, 16.732], [4.238, 13.798, 18.846], [4.661, 12.155, 19.139], [1.448, 10.890, 18.826], [2.654, 11.519, 20.075], [2.933, 9.201, 19.285], [4.397, 10.196, 19.053], [3.143, 8.816, 17.029], [4.298, 9.970, 16.863], [2.297, 14.388, 18.073], [1.674, 13.542, 19.458], [-0.099, 14.236, 18.053], [-0.093, 12.454, 18.206], [0.561, 13.928, 15.963], [-0.339, 12.509, 16.087], [5.545, 13.903, 9.576], [4.262, 13.416, 9.143], [3.381, 13.051, 10.103], [2.195, 12.557, 9.605], [1.261, 12.177, 10.498], [1.486, 12.094, 11.918], [0.397, 11.668, 12.772], [-0.931, 11.250, 12.186], [0.576, 11.582, 14.023], [2.726, 12.568, 12.405], [3.028, 12.678, 13.646], [3.679, 13.044, 11.443], [6.210, 14.015, 8.704], [6.061, 13.129, 10.176], [5.471, 14.822, 10.147], [1.968, 12.604, 8.516], [0.289, 11.821, 10.103], [-0.787, 10.513, 11.366], [-1.394, 12.134, 11.781], [-1.609, 10.843, 12.941], [4.673, 13.418, 11.825], [2.663, 9.040, 8.942], [3.879, 9.399, 10.290], [5.144, 9.843, 9.921], [6.056, 10.225, 10.799], [5.712, 10.168, 12.088], [4.473, 9.747, 12.526], [3.500, 9.324, 11.621], [3.953, 9.922, 13.889], [4.665, 10.523, 14.742], [2.758, 9.606, 14.171], [5.395, 9.955, 8.863], [6.440, 10.493, 12.826], [2.516, 9.035, 11.937], [-4.158, 7.652, 16.926], [-3.507, 8.996, 16.813], [-4.087, 10.239, 16.735], [-3.222, 11.298, 16.492], [-1.925, 11.178, 16.373], [-1.348, 9.973, 16.504], [0.325, 9.579, 16.436], [-2.207, 8.910, 16.642], [-3.811, 12.659, 16.319], [-5.262, 7.718, 16.907], [-3.918, 7.170, 17.893], [-3.864, 7.044, 16.015], [-5.186, 10.353, 16.752], [-1.786, 7.966, 16.816], [-4.397, 12.746, 15.399], [-3.007, 13.446, 16.361], [-4.399, 12.741, 17.211]]}